[1]
{"formula": "C17H19N5O3", "method": "ωB97M-V/def2-TZVPD", "max_force_ev_per_a": 1.364, "homo_lumo_gap_ev": 8.9, "e_above_lowest_kcal_mol": 11.5, "e_lumo_ev": 0.6, "smiles": "CC1=C[C@@H](c2ccccc2)n2nc(NC(=O)CCCC(=O)O)nc2N1", "elements": ["O", "O", "O", "N", "N", "N", "N", "N", "C", "C", "C", "C", "C", "C", "C", "C", "C", "C", "C", "C", "C", "C", "C", "C", "C", "H", "H", "H", "H", "H", "H", "H", "H", "H", "H", "H", "H", "H", "H", "H", "H", "H", "H", "H"], "coordinates": [[2.519, 1.905, 1.966], [4.403, 1.655, 0.851], [3.472, -3.652, 0.048], [-1.328, -1.009, -0.456], [-3.074, -1.646, 0.966], [1.321, -3.092, 0.241], [-0.050, -1.365, -0.720], [-0.906, -2.695, 0.877], [-0.505, 2.097, -1.704], [-3.842, -0.595, 0.474], [-0.969, 1.756, 0.623], [-1.811, -1.808, 0.507], [2.612, 0.028, 0.498], [3.483, -0.605, -0.585], [0.160, -2.375, 0.098], [3.158, 1.274, 1.172], [-5.213, -0.498, 1.061], [-3.361, 0.234, -0.454], [-0.173, 2.840, 0.945], [2.571, -2.914, -0.288], [2.761, -1.777, -1.266], [0.291, 3.183, -1.382], [-1.970, 0.150, -1.029], [0.458, 3.555, -0.059], [-1.141, 1.378, -0.703], [2.419, -0.695, 1.295], [-5.152, -0.355, 2.140], [-2.008, 0.027, -2.123], [4.414, -0.989, -0.156], [-5.754, 0.337, 0.629], [0.785, 3.736, -2.168], [-3.419, -2.258, 1.685], [3.391, -2.151, -2.076], [-3.963, 1.047, -0.821], [1.087, 4.394, 0.194], [-0.030, 3.118, 1.976], [-5.770, -1.415, 0.872], [4.827, 1.052, 0.226], [-1.457, 1.190, 1.405], [-0.628, 1.802, -2.736], [1.638, 0.296, 0.080], [1.801, -1.448, -1.657], [1.236, -3.850, 0.909], [3.716, 0.135, -1.357]], "mulliken_charge": [-0.54, -0.54, -0.66, 0.63, -0.13, -0.06, -0.99, -0.89, -0.54, 0.84, 0.22, 0.53, 0.82, -1.18, 0.31, 0.38, -1.54, -1.24, -0.68, 0.24, -0.72, -0.68, 0.28, -0.41, 0.27, 0.22, 0.36, 0.46, 0.52, 0.35, 0.40, 0.25, 0.43, 0.33, 0.40, 0.33, 0.36, 0.38, 0.29, 0.34, -0.39, 0.40, 0.24, 0.59]}



[2]
{"formula": "C17H19N5O3S", "method": "ωB97M-V/def2-TZVPD", "max_force_ev_per_a": 1.174, "homo_lumo_gap_ev": 9.1, "e_above_lowest_kcal_mol": 0.0, "e_lumo_ev": 0.4, "smiles": "CCCSc1nnc(Cc2cc(=O)[nH]c(=O)[nH]2)n1-c1cccc(OC)c1", "elements": ["S", "O", "O", "O", "N", "N", "N", "N", "N", "C", "C", "C", "C", "C", "C", "C", "C", "C", "C", "C", "C", "C", "C", "C", "C", "C", "H", "H", "H", "H", "H", "H", "H", "H", "H", "H", "H", "H", "H", "H", "H", "H", "H", "H", "H"], "coordinates": [[2.034, 1.060, 2.442], [1.408, -1.091, -3.535], [-5.248, 0.986, 0.328], [-4.130, -0.740, -3.713], [-4.680, 0.089, -1.681], [-0.562, 0.348, 2.789], [-1.470, -0.452, 2.209], [0.386, -0.631, 1.059], [-3.509, -0.472, 0.225], [1.472, 2.121, 3.817], [-1.623, -1.994, 0.291], [0.959, -0.867, -1.266], [0.548, 0.237, 2.113], [1.320, -0.981, 0.066], [3.476, -1.777, -0.572], [-4.539, 0.264, -0.324], [-3.897, -0.696, -2.527], [-2.836, -1.405, -1.836], [1.864, -1.225, -2.267], [2.583, -1.437, 0.426], [0.617, 3.287, 3.349], [-0.919, -1.037, 1.184], [1.385, 4.247, 2.451], [2.266, -1.413, -4.605], [-2.683, -1.275, -0.503], [3.129, -1.682, -1.909], [-5.433, 0.607, -2.119], [-3.304, -0.341, 1.216], [2.561, -2.467, -4.579], [-0.258, 2.895, 2.827], [-2.194, -2.033, -2.429], [2.854, -1.521, 1.466], [0.740, 5.059, 2.126], [2.234, 4.672, 2.983], [0.263, 3.815, 4.237], [0.919, 1.474, 4.496], [4.460, -2.129, -0.305], [2.392, 2.466, 4.288], [1.759, 3.731, 1.569], [-2.118, -2.744, 0.917], [-0.919, -2.494, -0.373], [1.690, -1.222, -5.508], [3.161, -0.783, -4.605], [3.850, -1.960, -2.660], [-0.008, -0.488, -1.557]], "mulliken_charge": [-0.05, -0.40, -0.63, -0.64, -0.03, -0.50, -0.75, 0.48, -0.11, -0.73, -0.78, -0.38, 0.09, -0.06, -0.97, 0.19, 0.05, -0.33, 0.55, -0.52, -0.37, 0.56, -1.16, -0.93, 0.67, -0.38, 0.23, 0.29, 0.37, 0.28, 0.46, 0.58, 0.35, 0.30, 0.36, 0.33, 0.38, 0.46, 0.33, 0.28, 0.40, 0.24, 0.38, 0.45, 0.68]}



[3]
{"formula": "C17H19NO", "method": "ωB97M-V/def2-TZVPD", "max_force_ev_per_a": 5.092, "homo_lumo_gap_ev": 8.3, "e_above_lowest_kcal_mol": 93.5, "e_lumo_ev": 0.8, "smiles": "Cc1c[nH]c2ccccc12.CCc1ccc(O)cc1", "elements": ["O", "N", "C", "C", "C", "C", "C", "C", "C", "C", "C", "C", "C", "C", "C", "C", "C", "C", "C", "H", "H", "H", "H", "H", "H", "H", "H", "H", "H", "H", "H", "H", "H", "H", "H", "H", "H", "H"], "coordinates": [[-2.536, -4.348, -2.924], [2.577, 1.642, 4.564], [0.513, 0.253, 1.920], [-0.835, -2.773, -2.241], [-2.055, -0.934, -3.723], [-2.680, -2.193, -3.760], [-1.978, -3.121, -2.905], [1.011, 0.913, 3.045], [-1.068, 1.738, 4.345], [-0.606, 1.698, -4.198], [2.725, -0.176, 1.298], [0.372, 1.556, 4.091], [-0.335, -1.511, -2.187], [-0.989, -0.566, -2.967], [1.322, 1.981, 5.044], [2.424, 1.037, 3.268], [1.346, -0.352, 1.076], [3.310, 0.485, 2.409], [-0.321, 0.780, -2.914], [-0.244, -3.601, -1.826], [4.352, 0.435, 2.318], [-0.977, 1.289, -5.034], [-3.675, -2.325, -4.204], [3.399, -0.443, 0.498], [0.318, 2.081, -4.485], [-1.537, 1.487, 3.364], [3.277, 1.573, 5.274], [-1.448, 2.455, -3.993], [-2.306, -4.846, -2.074], [-0.712, 1.260, -2.020], [-0.628, 0.174, 1.826], [-2.762, -0.140, -4.074], [1.316, 2.591, 5.965], [-1.581, 2.690, 4.540], [0.929, -1.075, 0.353], [-1.409, 0.918, 4.977], [0.754, 0.730, -2.874], [0.735, -1.367, -1.768]], "mulliken_charge": [-0.56, -0.10, -0.63, -0.60, -0.27, -0.82, 0.76, 1.43, -1.25, -1.45, -0.37, 0.51, -0.26, -0.04, -0.62, -0.30, -0.42, -0.98, -0.23, 0.30, 0.40, 0.52, 0.39, 0.34, 0.38, 0.27, 0.23, 0.29, 0.32, 0.27, 0.11, 0.24, 0.36, 0.36, 0.40, 0.27, 0.36, 0.40]}



[4]
{"formula": "C17H20AlCl16O3", "method": "ωB97M-V/def2-TZVPD", "max_force_ev_per_a": 8.776, "homo_lumo_gap_ev": 7.0, "e_above_lowest_kcal_mol": 281.2, "charge": -1, "e_lumo_ev": 1.8, "elements": ["Cl", "Cl", "Cl", "Cl", "Cl", "Cl", "Cl", "Cl", "Cl", "Cl", "Cl", "Cl", "Cl", "Cl", "Cl", "Cl", "Al", "O", "O", "O", "C", "C", "C", "C", "C", "C", "C", "C", "C", "C", "C", "C", "C", "C", "C", "C", "C", "H", "H", "H", "H", "H", "H", "H", "H", "H", "H", "H", "H", "H", "H", "H", "H", "H", "H", "H", "H"], "coordinates": [[1.031, -1.317, 3.121], [-1.584, 0.071, -5.948], [3.456, 0.224, 3.581], [-2.173, -1.918, 8.474], [1.332, -0.796, -6.313], [3.989, -0.514, -7.465], [1.802, -0.592, 5.831], [-4.033, 1.555, -6.464], [-2.300, 0.943, 8.988], [-1.750, -0.029, 6.301], [-3.392, 0.701, -3.757], [3.020, -3.139, -6.668], [0.254, -0.315, 8.391], [3.341, -2.576, 4.363], [-4.161, -1.265, -5.759], [3.688, -1.158, -4.644], [0.401, 2.360, 2.007], [-2.000, 1.839, 0.558], [1.893, -0.044, -2.691], [3.754, -1.128, -1.404], [3.388, -2.512, 0.660], [-1.493, -0.330, 8.038], [-3.645, -0.399, 0.755], [1.582, 1.321, 0.626], [-4.941, -1.167, 0.090], [-5.336, 0.887, -1.797], [-3.292, 0.265, -5.482], [3.431, 1.544, -1.414], [2.971, 0.035, -1.863], [3.008, -1.402, -6.272], [-5.786, -0.576, -1.186], [-3.149, 1.031, 0.132], [2.885, -2.207, -0.902], [-1.473, 1.437, 1.869], [-4.045, 1.652, -1.137], [2.408, -1.065, 4.224], [2.397, 2.311, -0.396], [2.955, -3.209, -1.548], [-1.244, 0.293, 1.986], [-3.082, -0.876, 1.664], [3.464, 2.193, -2.413], [1.001, 2.249, 3.469], [3.505, -1.454, 1.200], [2.586, -3.158, 1.251], [1.743, -1.924, -0.862], [-3.728, 2.710, -1.589], [4.545, 1.481, -1.020], [-6.692, -1.158, -1.670], [3.052, 3.096, 0.213], [1.679, 2.967, -1.080], [4.440, -3.043, 0.640], [2.398, 0.683, 1.211], [-5.281, -2.210, 0.532], [-2.090, 1.891, 2.780], [0.921, 0.527, 0.035], [-5.899, 1.374, -2.715], [0.249, 3.840, 1.468]], "mulliken_charge": [-0.05, -0.07, -0.05, -0.11, -0.02, -0.12, -0.03, -0.13, -0.10, -0.02, 0.04, -0.12, -0.11, -0.11, -0.13, -0.02, 0.02, -0.27, -0.45, -0.30, -0.47, 0.33, -0.26, 0.49, -0.42, -0.30, 0.24, -0.63, 0.56, 0.29, -0.41, 0.57, -0.25, -0.09, -0.61, 0.18, -0.69, 0.27, -0.18, 0.24, 0.24, -0.21, 0.01, 0.23, 0.24, 0.33, 0.27, 0.27, 0.20, 0.25, 0.27, -0.40, 0.24, 0.23, 0.07, 0.39, -0.36]}



[5]
{"formula": "C17H20AsClNO4Re", "method": "ωB97M-V/def2-TZVPD", "max_force_ev_per_a": 0.522, "multiplicity": 2, "homo_lumo_gap_ev": [7.3, 6.5], "e_above_lowest_kcal_mol": 1.4, "s2": 0.7591, "charge": 3, "e_lumo_ev": [-11.1, -12.0], "elements": ["Re", "As", "Cl", "O", "O", "O", "O", "N", "C", "C", "C", "C", "C", "C", "C", "C", "C", "C", "C", "C", "C", "C", "C", "C", "C", "H", "H", "H", "H", "H", "H", "H", "H", "H", "H", "H", "H", "H", "H", "H", "H", "H", "H", "H", "H"], "coordinates": [[-0.294, -0.069, 0.539], [0.691, -1.244, 2.578], [-2.085, 1.127, 1.824], [0.412, 1.945, 0.896], [1.091, 3.858, 0.112], [1.347, -2.720, -2.279], [0.428, -1.828, -0.432], [0.911, 0.526, -1.088], [0.990, -1.732, -1.538], [1.309, -0.370, -2.003], [-2.996, 0.891, -2.578], [0.899, 2.596, -0.043], [-2.647, -0.247, -1.885], [-2.418, -0.174, -0.493], [-2.027, -1.287, 0.396], [0.092, -0.385, 4.200], [-2.815, 2.277, -0.585], [0.164, -3.094, 2.698], [1.941, 2.247, -2.378], [2.619, -1.197, 2.599], [-3.089, 2.134, -1.934], [1.999, -0.021, -3.151], [2.300, 1.319, -3.351], [-2.480, 1.120, 0.097], [1.254, 1.817, -1.257], [2.305, -0.786, -3.855], [2.838, 1.636, -4.235], [-2.895, 3.232, -0.083], [2.968, -0.165, 2.580], [0.616, -0.824, 5.049], [2.220, 3.287, -2.502], [-2.614, -1.374, 1.306], [2.959, -1.674, 3.518], [0.498, -3.645, 1.822], [0.314, 0.680, 4.157], [1.499, 4.334, -0.631], [-3.401, 3.004, -2.498], [-0.978, -0.543, 4.330], [3.016, -1.743, 1.745], [0.634, -3.512, 3.589], [-0.917, -3.169, 2.795], [-2.625, -1.210, -2.379], [-3.236, 0.823, -3.631], [-1.922, -2.242, -0.108], [1.125, -3.599, -1.913]], "mulliken_spin": [0.77, 0.00, 0.00, 0.01, 0.02, 0.01, -0.01, 0.00, 0.01, 0.05, -0.01, 0.03, -0.01, 0.02, 0.01, 0.00, -0.01, 0.00, 0.00, 0.01, 0.01, -0.01, 0.02, 0.02, 0.04, 0.00, 0.00, 0.00, 0.00, 0.00, 0.00, 0.00, 0.00, 0.00, 0.00, 0.00, 0.00, 0.00, 0.01, 0.00, 0.00, 0.00, 0.00, 0.00, 0.00]}



> What is the formula in the fifth record?

C17H20AsClNO4Re



> Which formula does entry 4 have?

C17H20AlCl16O3